The following is a quantum chemistry calculation of a molecular structure, C45H38Cl5O7P4ReSi in a non-equilibrium geometry, from the OMol25 dataset.

## Properties
Net charge: +1
Electronic energy (eV): -171390.561
Spin multiplicity: 4
HOMO level (spin up / spin down) (eV): -10.015 / -11.313
Energy relative to the best compared isomer or geometry (same formula, charge and spin) (kcal/mol): 9.2

The geometry in XYZ format:
```
101
Properties=species:S:1:pos:R:3:forces:R:3
Re -0.766461 -0.821762 0.575207 -0.59 1.06 -0.52
C -1.736770 -3.657324 -1.781160 -0.45 -0.67 -0.20
Si -0.489331 -2.393338 -1.324553 -0.04 0.18 0.32
C -0.234741 -1.363884 -2.860222 0.01 0.36 -0.36
C 0.205001 -1.964836 -4.048561 -0.01 -0.13 0.00
C 0.363851 -1.221905 -5.205669 0.01 0.01 -0.08
C 0.076682 0.144614 -5.204929 0.04 -0.05 -0.01
C -0.355571 0.759958 -4.044460 0.01 -0.02 0.13
C -0.501475 0.006743 -2.869481 0.06 0.04 -0.26
P -1.068981 0.783065 -1.330449 0.15 0.04 -0.21
C -2.718111 1.454935 -1.661771 -0.04 -0.01 -0.02
C -2.874697 2.550941 -2.516966 -0.12 -0.03 -0.20
C -4.144984 3.021178 -2.814108 0.07 -0.04 0.01
C -5.263535 2.410611 -2.251713 -0.06 0.01 0.03
C -5.108963 1.331937 -1.393258 -0.12 0.10 -0.02
C -3.835606 0.863666 -1.099021 -0.19 0.07 -0.06
C -0.080274 2.312168 -1.183090 0.06 0.05 0.05
C 1.211080 2.428298 -1.684494 0.00 0.19 -0.05
C 1.917845 3.624232 -1.542522 -0.19 0.14 -0.03
C 1.330866 4.716141 -0.916886 0.00 -0.03 -0.01
C 0.022838 4.615694 -0.439172 0.03 0.01 0.11
C -0.667575 3.418822 -0.570884 0.06 0.14 0.13
C 1.135176 -3.257520 -1.059593 0.32 -0.52 -0.03
C 1.366299 -4.538579 -1.594671 0.01 0.04 0.03
C 2.639498 -5.091556 -1.595826 -0.04 -0.01 -0.01
C 3.713382 -4.364723 -1.082906 -0.01 -0.01 -0.01
C 3.500360 -3.105155 -0.546819 0.00 0.03 0.02
C 2.208804 -2.564150 -0.505802 0.36 -0.08 -0.03
P 1.935182 -0.903539 0.193897 -0.10 -0.07 -0.04
C 2.999799 0.113991 -0.906152 0.10 -0.13 0.01
C 2.948139 -0.162698 -2.277742 0.25 -0.26 0.01
C 3.707700 0.572416 -3.177025 0.05 -0.08 0.02
C 4.537719 1.592054 -2.719334 0.05 -0.03 -0.03
C 4.598860 1.869440 -1.361406 0.02 -0.20 0.08
C 3.827314 1.140515 -0.458148 0.17 -0.05 -0.08
C 2.782619 -0.936462 1.818730 -0.04 0.12 0.11
C 2.969650 0.258156 2.521669 0.06 -0.05 0.12
C 3.584650 0.267512 3.766794 -0.03 0.01 -0.06
C 3.999151 -0.923317 4.345742 0.02 -0.07 0.03
C 3.786643 -2.123543 3.676899 0.01 0.03 -0.01
C 3.184416 -2.132121 2.424216 -0.01 0.05 0.02
H -1.331999 -4.254943 -2.621463 -0.25 0.24 0.35
H -2.647778 -3.163104 -2.130015 0.15 -0.22 0.01
H -1.994453 -4.338026 -0.952133 0.07 0.22 -0.34
H 0.432097 -3.034185 -4.067364 -0.05 0.28 0.02
H 0.705994 -1.704857 -6.118038 -0.06 0.09 0.14
H 0.192815 0.726232 -6.113231 -0.01 -0.06 0.08
H -0.571930 1.825736 -4.054055 0.07 -0.19 0.02
H -2.013435 3.041024 -2.955561 -0.06 0.01 0.05
H -4.262851 3.866601 -3.483746 0.02 -0.08 0.08
H -6.256523 2.790540 -2.473899 0.13 -0.06 0.01
H -5.974999 0.865810 -0.930363 0.15 0.07 -0.08
H -3.713150 0.062534 -0.402406 -0.01 -0.26 0.18
H 1.680100 1.596843 -2.193660 -0.27 0.38 0.01
H 2.925956 3.696716 -1.938157 -0.27 0.04 0.05
H 1.875803 5.652415 -0.822035 -0.09 -0.16 -0.02
H -0.465800 5.476983 0.014805 0.09 -0.17 -0.09
H -1.689365 3.351221 -0.235823 -0.09 0.04 0.11
H 0.540829 -5.108153 -2.026685 0.25 0.17 0.16
H 2.801647 -6.085192 -2.010032 -0.03 0.20 0.09
H 4.715332 -4.784138 -1.099876 -0.14 0.06 0.00
H 4.341093 -2.541095 -0.151331 -0.09 -0.05 -0.04
H 2.315122 -0.959455 -2.652866 0.08 0.05 0.03
H 3.660255 0.338869 -4.236631 -0.01 0.03 0.13
H 5.145472 2.157630 -3.420349 -0.10 -0.07 0.09
H 5.253685 2.654383 -0.994201 -0.09 -0.10 -0.03
H 3.905438 1.371007 0.594390 0.01 0.00 -0.08
H 2.612356 1.190024 2.110972 -0.02 0.01 0.00
H 3.719998 1.209029 4.290500 -0.03 -0.12 -0.08
H 4.476669 -0.918639 5.322062 -0.08 -0.01 -0.15
H 4.091348 -3.062427 4.129800 -0.04 0.12 -0.07
H 3.022859 -3.078129 1.927612 -0.01 -0.02 -0.01
Cl -0.061870 -1.899449 2.608465 0.34 -0.49 0.80
C -1.666823 -2.628616 2.451088 0.26 0.09 -0.37
C -2.262662 -2.250088 1.269739 0.18 0.04 -0.12
C -3.534711 -2.786603 1.078478 -0.12 -0.08 -0.05
Cl -4.448306 -2.469491 -0.360433 0.10 0.17 0.24
C -4.116578 -3.623815 2.046033 -0.04 0.07 -0.14
Cl -5.681060 -4.284809 1.798150 0.04 0.04 -0.03
C -3.438683 -3.940035 3.227360 -0.20 -0.06 -0.02
Cl -4.144228 -4.949004 4.412324 -0.07 -0.05 0.03
C -2.170723 -3.425980 3.440402 0.21 -0.12 0.32
Cl -1.258369 -3.730431 4.860788 -0.08 -0.02 -0.02
C -2.450727 3.570486 2.621611 -0.01 -0.10 0.32
C -1.851019 2.340441 3.316299 -0.01 0.23 0.14
O -1.807488 2.540612 4.753358 0.18 -0.10 -0.44
P -0.084626 2.035106 2.900176 -0.06 -0.58 -0.35
O 0.510219 1.422826 4.225440 -0.22 0.33 0.48
O 0.625103 3.447829 2.776292 0.09 0.30 -0.88
O 0.205261 1.166644 1.704433 -0.17 0.57 0.76
P -2.877547 0.871412 2.866628 0.04 0.05 -0.31
O -2.274174 -0.288568 3.815230 -0.45 0.00 0.75
O -4.287581 1.140879 3.202750 0.20 0.03 -0.18
O -2.409290 0.546002 1.441906 0.02 -0.21 0.49
H -1.805812 4.444736 2.697881 0.05 -0.02 0.03
H -3.405619 3.791075 3.104684 0.05 -0.03 0.00
H -2.688876 3.367476 1.585216 0.05 -0.09 -0.23
H -2.672555 2.839592 5.051813 -0.17 0.00 -0.05
H 0.043723 1.756683 5.031733 0.23 -0.29 -0.70
H 0.644296 3.787997 1.847793 -0.03 -0.29 0.73
H -2.828308 -0.364838 4.623787 0.46 0.05 -0.67
```
Forces are in eV/Å.


The following is a quantum chemistry calculation of a molecular structure, C45H38IrN11O3 in a non-equilibrium geometry, from the OMol25 dataset.

## Properties
Net charge: +2
Electronic energy (eV): -72635.085
Spin multiplicity: 5
HOMO level (spin up / spin down) (eV): -12.392 / -12.398
Energy relative to the best compared isomer or geometry (same formula, charge and spin) (kcal/mol): 22.5

The geometry in XYZ format:
```
98
Properties=species:S:1:pos:R:3:forces:R:3
Ir -1.364780 0.679737 0.002309 -0.56 0.68 0.47
O -7.277793 4.437493 0.790649 -1.55 0.14 0.09
C -6.701791 4.348201 -0.485839 0.07 1.15 0.06
C -5.450874 3.577880 -0.377034 2.02 -1.61 -2.15
C -4.850717 2.991730 -1.586711 -0.64 1.40 1.01
C -3.649838 2.310252 -1.464451 -0.37 -0.24 -0.60
N -3.084939 2.038892 -0.284715 0.06 1.15 0.33
C -3.580146 2.649094 0.821809 -0.02 -0.96 -0.62
C -4.729851 3.424663 0.807951 -0.58 0.20 0.65
C -2.931828 2.225499 2.074479 0.22 -0.96 1.49
C -3.075624 2.878809 3.334966 0.74 -1.62 -3.00
C -2.372255 2.338942 4.360664 0.18 -0.19 3.81
C -2.397191 3.045505 5.729313 0.29 -0.28 1.25
O -1.167924 3.750347 5.867383 0.24 -0.43 -0.56
C -1.702070 1.111560 4.307405 0.07 -0.83 -0.65
C -1.724376 0.464853 3.094118 0.19 1.95 -0.82
N -2.242489 1.046396 1.991200 -0.58 1.04 0.16
H -8.147723 4.899703 0.719439 1.05 -0.52 0.15
H -6.375307 5.373128 -0.743675 -0.16 -0.23 -0.53
H -7.347092 3.956199 -1.291983 0.10 0.07 0.46
H -5.272563 3.193677 -2.610523 0.34 -0.37 1.33
H -3.111155 1.908038 -2.333489 -0.48 0.15 0.30
H -5.107773 3.828894 1.775884 0.20 -0.28 -1.12
H -3.651733 3.761368 3.377564 -0.36 0.88 0.41
H -2.570988 2.392239 6.649124 0.52 0.05 -1.48
H -3.243692 3.693415 5.798322 -0.60 0.80 -0.39
H -1.223012 4.561408 6.378662 -0.42 -0.07 0.13
H -1.148441 0.585400 5.109845 -0.66 0.96 -0.19
H -1.133222 -0.360679 2.832013 0.50 -1.46 0.24
C 1.768990 -4.669518 -0.304631 0.14 1.77 1.44
N 1.313463 -3.271030 -0.191266 -1.71 1.92 0.49
C 1.015197 -2.550312 0.951086 -0.44 -0.51 -0.01
N 0.668932 -1.301889 0.776101 0.44 -2.09 -0.31
C 0.681898 -1.248968 -0.698732 -0.31 1.56 0.24
N 1.286505 -2.415604 -1.220308 -0.02 -1.03 -0.56
C 3.195880 -4.520405 -0.621936 2.22 -1.47 -2.02
C 3.825430 -5.507455 -1.427393 1.53 0.65 0.75
C 5.248828 -5.437112 -1.673509 -2.11 1.39 0.96
C 5.914259 -4.288499 -1.216597 2.14 -1.00 -1.07
C 5.250258 -3.314833 -0.555808 -0.81 1.96 1.45
C 3.923666 -3.419422 -0.181593 -0.16 -1.34 -0.79
C 5.931421 -2.041927 -0.252541 -0.90 0.09 0.24
N 7.104318 -1.684495 -0.553635 1.82 -0.58 -0.87
N 7.308481 -0.351661 -0.231239 -1.78 -0.52 0.51
C 6.159267 -0.010104 0.266366 -0.41 0.76 0.61
O 5.222633 -0.999328 0.309748 0.81 -0.17 -0.41
C 5.775616 1.293413 0.831698 3.38 -0.17 -1.92
C 6.734327 2.318579 0.659933 0.82 -0.14 0.02
C 6.477999 3.516199 1.298287 -0.13 0.12 1.33
C 5.312969 3.668598 2.094292 0.20 0.33 -1.65
C 4.289420 2.729954 2.008645 1.59 1.65 0.57
C 2.975433 3.025116 2.624850 -0.33 -0.36 -0.86
N 1.851722 2.910884 1.683781 0.25 0.84 -0.01
C 1.134416 1.872220 1.381899 0.29 -2.31 0.81
N 0.232735 2.165492 0.486968 -1.44 -0.91 -1.44
C 0.459472 3.467357 0.214097 -0.14 0.49 -0.13
N 1.404742 3.922124 0.947515 1.76 2.38 0.46
C 4.618636 1.529374 1.445144 -2.37 -0.48 0.44
H 1.103059 -5.194924 -0.957018 0.01 -0.37 -0.65
H 1.750190 -5.111907 0.695979 -0.64 0.08 0.01
H 1.078036 -3.172736 1.825242 -0.10 0.55 0.82
H 1.149699 -0.306129 -1.013927 0.57 -0.44 -0.19
H 3.198820 -6.336203 -1.755718 0.42 0.06 -0.16
H 5.773694 -6.178267 -2.223179 0.20 -0.58 -0.34
H 7.013017 -4.024028 -1.342853 -1.44 -1.01 -0.29
H 3.436507 -2.663235 0.375567 -0.01 0.73 0.41
H 7.707206 2.100550 0.118753 -1.49 0.40 0.68
H 7.185444 4.344640 1.361549 0.00 -0.40 -0.40
H 5.197888 4.617925 2.599719 -0.23 -0.02 0.13
H 2.971104 4.008905 3.046007 -0.25 0.45 0.29
H 2.748242 2.280122 3.334481 -0.23 -0.67 1.35
H 1.301077 0.868220 1.723162 -0.03 -0.15 0.39
H 0.040544 4.149300 -0.499112 -0.71 -0.38 -0.26
H 3.881056 0.766781 1.483800 -0.52 -0.87 -0.04
N -0.762167 -0.941928 -1.097262 0.16 -0.90 0.13
C -1.448476 -1.685657 -1.895942 -0.11 0.17 -0.71
C -0.882618 -2.715194 -2.760104 -0.47 -1.85 -1.24
C -0.012624 -2.343952 -3.783410 0.02 -2.55 -0.08
C 0.405955 -3.399036 -4.670795 -0.36 0.66 0.54
C -0.029117 -4.721164 -4.493606 -0.37 1.06 0.53
C -0.940421 -5.088678 -3.454395 0.41 0.83 -1.35
C -1.453154 -4.059026 -2.718160 -0.11 1.73 2.40
C -2.870213 -1.427911 -2.169249 -1.71 0.83 1.19
C -3.356551 -1.324728 -3.472171 0.13 0.57 -0.22
C -4.672655 -0.967295 -3.774078 0.56 -0.29 -0.15
C -5.548001 -0.730677 -2.740340 -1.14 -0.50 -0.51
C -5.116578 -0.878503 -1.432278 0.74 0.25 -0.31
C -3.805819 -1.196697 -1.112857 0.68 -0.41 -0.86
H 0.336909 -1.331377 -3.828971 0.28 0.25 -0.30
H 1.073768 -3.171148 -5.518175 -0.44 -0.11 0.57
H 0.279290 -5.404968 -5.254279 0.21 -0.65 -0.04
H -1.341168 -6.088604 -3.325369 0.23 0.06 -0.21
H -2.235195 -4.231342 -1.907340 1.05 0.08 -1.24
H -2.675855 -1.384474 -4.293255 0.42 -0.42 -0.38
H -4.992415 -0.918778 -4.818281 0.15 0.06 0.40
H -6.623559 -0.582064 -2.984250 0.94 0.20 0.44
H -5.812678 -0.669981 -0.679385 -0.86 -0.01 1.22
H -3.501969 -1.385221 -0.084395 -0.10 0.21 -0.06
```
Forces are in eV/Å.


> Number 1 is which compound?

C45H38Cl5O7P4ReSi


> Look up the electronic energy of the second one.

-72635.085 eV